(1)
DFT (ωB97M-V/def2-TZVPD) results for C24H72F2K3NO36P8S2 as an isolated structure at a distorted geometry.

Atoms and positions in Å:
K -2.55342 -0.88759 -7.25052
K -6.95904 4.96367 -2.85936
K -1.55998 4.48013 -6.04486
N -0.78992 0.91045 -3.60907
S 0.58249 0.46474 -3.13422
O 0.79577 -0.94484 -2.72397
O 1.44785 1.32810 -2.38139
F 1.20992 0.56753 -4.70177
S -1.67978 0.31402 -2.27606
O -1.29251 0.76079 -0.86321
O -2.13995 -1.03284 -2.40079
F -3.02169 1.20125 -2.59976
C 9.76435 4.66741 3.56387
O 9.35129 5.44811 2.50219
P 9.51207 4.90313 0.95475
O 10.58358 3.84857 0.84278
O 8.00672 4.43048 0.50676
C 7.66994 3.99744 -0.80284
O 9.73006 6.36015 0.17817
C 11.04146 6.72907 -0.19107
H 9.06918 3.83298 3.65646
H 9.73827 5.32035 4.43628
H 10.76301 4.25407 3.42272
H 8.53505 4.12210 -1.45411
H 6.88132 4.60429 -1.24770
H 7.31496 2.96769 -0.76137
H 11.02158 7.42383 -1.03071
H 11.72722 5.94327 -0.50787
H 11.44110 7.36302 0.60044
C 5.11840 -1.96280 4.21582
O 4.48039 -3.17498 4.04313
P 2.95694 -3.58134 4.41370
O 2.88523 -5.03895 4.76227
O 2.53755 -2.49009 5.62034
C 1.29331 -2.61079 6.37952
O 2.11568 -3.13331 3.15411
C 2.22608 -3.91944 2.00582
H 5.79647 -1.91826 5.06807
H 4.43691 -1.11757 4.31204
H 5.63232 -1.58304 3.33277
H 0.92527 -3.63204 6.28113
H 0.50806 -2.08829 5.83320
H 1.37798 -2.27183 7.41201
H 2.08007 -4.96434 2.27960
H 3.21900 -3.81441 1.56857
H 1.55723 -3.67605 1.18029
C -8.95153 -1.72567 -1.71994
O -10.27101 -1.33776 -1.33063
P -10.49981 0.10945 -0.68947
O -10.19406 1.25396 -1.58105
O -12.07208 0.08238 -0.26396
C -12.90883 1.28255 -0.17053
O -9.69683 0.09714 0.68280
C -9.80452 -0.89667 1.59411
H -8.41699 -1.02381 -2.36005
H -9.19500 -2.62930 -2.27877
H -8.33553 -2.04060 -0.87765
H -12.40070 2.23424 -0.32607
H -13.29246 1.25294 0.84929
H -13.71075 1.41334 -0.89712
H -10.84221 -1.05914 1.88548
H -9.40711 -0.72293 2.59410
H -9.36458 -1.81734 1.21081
C -3.25964 -6.61509 1.59209
O -2.37159 -7.70546 1.44988
P -2.12202 -8.74749 2.66086
O -1.14610 -9.83135 2.32644
O -1.65862 -7.78139 3.88985
C -1.81898 -8.19741 5.20695
O -3.65995 -9.32317 3.02223
C -4.14852 -10.47776 2.38116
H -4.01866 -6.77208 0.82571
H -2.74518 -5.70828 1.27409
H -3.61859 -6.47754 2.61206
H -0.82310 -8.26510 5.64482
H -2.10978 -9.24373 5.30045
H -2.51979 -7.58491 5.77422
H -3.53806 -11.00377 1.64717
H -5.14191 -10.51785 1.93431
H -4.19419 -11.29919 3.09620
C 1.82021 -7.91852 -9.44005
O 1.92930 -6.56564 -8.88334
P 1.10056 -5.95848 -7.63348
O -0.30653 -5.58138 -7.84620
O 1.40993 -6.78463 -6.25358
C 1.15059 -6.21264 -5.03029
O 2.08627 -4.62919 -7.36561
C 3.40973 -4.70404 -7.68031
H 0.91414 -8.03532 -10.03461
H 1.70045 -8.78034 -8.78352
H 2.74923 -8.09831 -9.98108
H 0.78931 -6.89935 -4.26478
H 0.37802 -5.45526 -5.16294
H 2.02310 -5.66250 -4.67791
H 3.62043 -4.13184 -8.58380
H 3.85149 -5.68714 -7.84297
H 3.97811 -4.24355 -6.87223
C 4.40216 5.85707 -11.59842
O 5.32949 5.23259 -10.75469
P 4.91433 4.86049 -9.15471
O 3.48111 4.69619 -8.86432
O 5.80222 3.53079 -8.87604
C 5.60464 2.40276 -9.82876
O 5.59441 6.06765 -8.34543
C 6.85477 6.65672 -8.64078
H 4.54987 5.32972 -12.54086
H 4.62057 6.90201 -11.81865
H 3.39193 5.67136 -11.23366
H 6.33543 1.59740 -9.75498
H 5.39046 2.65203 -10.86804
H 4.71941 2.08278 -9.27915
H 7.37337 6.83848 -7.69944
H 6.71626 7.65350 -9.05951
H 7.42637 5.93434 -9.22348
C -5.14202 1.42549 4.02311
O -6.46163 2.04128 4.08411
P -6.74026 3.57001 3.70590
O -6.92620 3.81467 2.27379
O -8.01598 4.07799 4.63239
C -9.20311 3.28403 4.79264
O -5.60008 4.34516 4.50349
C -4.67312 5.26121 4.04729
H -5.16145 0.69677 3.21275
H -4.90846 0.99128 4.99523
H -4.27139 2.01976 3.74572
H -9.62908 3.77354 5.66844
H -9.00473 2.23433 5.00916
H -9.96958 3.36244 4.02162
H -3.62641 4.96922 4.13233
H -4.81279 6.03889 4.79817
H -4.77582 5.72020 3.06399
C 2.97580 5.02686 8.04690
O 1.60183 4.77823 7.80430
P 0.93963 3.26941 7.96751
O 1.39848 2.62027 9.23630
O -0.71818 3.50533 8.13861
C -1.25443 4.04109 9.37241
O 1.14677 2.55830 6.50791
C 1.15709 3.22602 5.28132
H 3.46113 4.70598 7.12515
H 3.39079 4.34823 8.79211
H 3.14865 6.06809 8.31906
H -1.12901 3.49625 10.30810
H -2.32102 4.11906 9.16168
H -0.84094 5.03950 9.51487
H 0.41469 4.02269 5.32897
H 1.33844 2.75589 4.31478
H 2.02156 3.88964 5.30147

Output
Electronic energy in eV: -251644.1010
Kohn-Sham gap in eV: 5.002
Total charge: +2

Results of the Mulliken charge analysis, in e, for atoms 1 through 8: 0.98 1.00 0.98 -0.28 1.03 -0.52 -0.55 -0.35

(2)
DFT (ωB97M-V/def2-TZVPD) results for a 10-piece molecular cluster, C24H72N3O10PS9 overall at a distorted geometry.

Atoms and positions in Å:
O -1.41313 0.86362 -3.69178
P -2.55390 -0.00739 -3.34456
N -3.97442 0.41212 -4.15536
C -5.19210 -0.30486 -3.80724
C -4.13382 1.68930 -4.85266
N -2.89305 -0.21142 -1.70661
C -2.40806 0.75226 -0.72653
C -3.77424 -1.23084 -1.15280
N -2.34911 -1.61653 -3.84561
C -2.66176 -1.97709 -5.22484
C -1.57119 -2.60239 -3.11670
H -5.67851 0.11798 -2.92470
H -4.95900 -1.36896 -3.83051
H -5.95198 -0.18228 -4.58804
H -3.69304 1.55133 -5.84501
H -3.60370 2.49718 -4.34451
H -5.17512 1.98067 -4.95718
H -1.50504 1.23881 -1.10056
H -3.19104 1.48113 -0.50316
H -2.06299 0.27518 0.19336
H -3.69094 -2.15650 -1.72549
H -3.48744 -1.50299 -0.14143
H -4.82660 -0.95410 -1.16235
H -2.65531 -3.05750 -5.35414
H -3.66177 -1.64595 -5.51788
H -1.99259 -1.47627 -5.93113
H -0.69969 -2.92370 -3.69410
H -2.16863 -3.47580 -2.84728
H -1.17812 -2.11198 -2.22494
C 5.67850 -2.43610 0.49992
S 7.32959 -2.32128 -0.17798
O 7.42279 -1.20410 -1.17944
C 8.17754 -1.77732 1.33476
H 5.62953 -3.20248 1.27095
H 5.07688 -2.73047 -0.36198
H 5.28316 -1.49716 0.89061
H 9.16004 -1.43362 1.01525
H 8.26071 -2.52056 2.12450
H 7.65164 -0.91136 1.74647
C -2.83555 1.23881 5.88412
S -3.96422 0.30726 4.75451
O -4.63351 1.26217 3.82517
C -2.68827 -0.49269 3.73663
H -2.20102 0.57172 6.45976
H -3.45624 1.91999 6.45944
H -2.21651 1.85169 5.22297
H -2.10641 -1.17815 4.35137
H -2.07279 0.24487 3.22497
H -3.27654 -1.04314 3.00343
C 1.41586 -0.33574 -4.92529
S 2.01872 -1.43359 -3.59806
O 3.52978 -1.23627 -3.63577
C 1.35348 -0.43836 -2.20474
H 0.36033 -0.54325 -5.12488
H 1.94545 -0.56082 -5.84940
H 1.48104 0.72349 -4.68665
H 2.10805 0.19235 -1.74607
H 0.89908 -1.12475 -1.48525
H 0.48559 0.15051 -2.51709
C -1.08144 3.90868 -2.96504
S -0.52611 5.44898 -2.12178
O -1.79738 6.16410 -1.75753
C 0.10890 4.67672 -0.60658
H -1.70476 4.27470 -3.77857
H -1.78049 3.37841 -2.31602
H -0.22331 3.29083 -3.20592
H -0.63572 4.15345 -0.00446
H 0.58794 5.45203 -0.01447
H 0.83788 3.90715 -0.88145
C -1.11056 -2.94015 1.72153
S -1.84328 -4.19380 0.61149
O -1.40036 -5.49553 1.23378
C -3.54052 -3.96268 1.27285
H -1.50527 -1.95922 1.43584
H -0.06031 -2.88297 1.43958
H -1.32196 -3.13538 2.76657
H -3.48837 -4.19593 2.33666
H -4.23407 -4.66526 0.81284
H -3.93638 -2.95710 1.15792
C 4.86992 0.53661 -1.74820
S 5.19634 2.16097 -1.03748
O 3.91668 2.67332 -0.43802
C 6.22720 1.51659 0.30459
H 4.19172 0.60150 -2.59111
H 4.55343 -0.23963 -1.05413
H 5.84949 0.25240 -2.14279
H 5.57548 1.06897 1.05561
H 6.79521 2.29853 0.81502
H 6.99741 0.84820 -0.08445
C 3.00216 -5.11079 3.36222
S 3.44654 -3.44143 3.93549
O 2.77567 -2.49774 2.94708
C 2.30932 -3.37935 5.30795
H 3.19254 -5.29791 2.30698
H 1.97484 -5.36936 3.60226
H 3.73265 -5.74834 3.87301
H 2.49692 -4.24161 5.96225
H 1.25730 -3.36912 5.04116
H 2.57741 -2.54877 5.96153
C 1.25955 2.59996 2.23261
S 1.08070 0.81612 2.47411
O -0.15621 0.41058 1.70748
C 2.58394 0.31600 1.60692
H 1.38324 2.81511 1.17147
H 2.15043 2.94712 2.75747
H 0.38649 3.09659 2.64458
H 2.58336 -0.73935 1.34446
H 3.50594 0.59387 2.10879
H 2.52194 0.85060 0.65306
C -2.89544 3.01336 1.87489
S -2.44650 4.45621 2.91690
O -1.28852 5.21309 2.33115
C -3.95768 5.43915 2.69382
H -3.91251 2.71259 2.11590
H -2.25858 2.17488 2.15348
H -2.74007 3.24372 0.82199
H -3.91975 5.73406 1.63749
H -3.98899 6.35819 3.27070
H -4.88443 4.87343 2.77803

Output
Electronic energy in eV: -157800.6432
Kohn-Sham gap in eV: 8.229
Total charge: 0

Results of the Mulliken charge analysis, in e, for atoms 1 through 8: -0.81 0.00 0.36 -1.20 -0.91 0.81 -0.48 -0.59

(3)
DFT (ωB97M-V/def2-TZVPD) results for a 12-piece molecular cluster, C24H72N6O12 overall at a distorted geometry.

Atoms and positions in Å:
N -21.66292 18.42050 19.08089
C -21.30218 17.54059 18.09888
N -20.99187 16.28573 18.51766
O -21.20726 17.90188 16.91504
H -21.74872 18.10847 20.03086
H -22.14360 19.29354 18.86527
H -21.11926 15.95541 19.45074
H -20.69330 15.64272 17.80404
N -21.26590 19.58823 11.77587
C -20.92290 20.65366 12.58005
N -21.52380 20.63926 13.79089
O -20.16110 21.54009 12.18513
H -21.81149 18.85380 12.18395
H -20.84634 19.52045 10.87162
H -21.41726 21.38636 14.45138
H -22.06651 19.83678 14.09014
N -26.92971 18.70061 19.68716
C -26.20812 17.67047 19.14293
N -24.98917 18.04410 18.65263
O -26.58974 16.49859 19.12212
H -27.64724 18.53875 20.36395
H -26.70162 19.64032 19.42168
H -24.61150 18.90769 19.01771
H -24.38678 17.37016 18.22329
C -25.31466 24.78784 16.09947
C -26.66047 24.16778 16.50077
C -26.51316 22.66695 16.67431
O -27.27339 24.71338 17.66724
H -24.61932 24.27992 16.78208
H -25.27961 25.82307 16.44862
H -25.00274 24.60209 15.08235
H -27.34986 24.43829 15.68479
H -26.04498 22.21814 15.79648
H -27.51597 22.27069 16.81961
H -25.77885 22.43276 17.44830
H -27.44970 25.65035 17.52598
C -21.98886 24.65975 15.89851
C -20.50135 24.37264 15.82416
C -19.78654 24.50427 17.15777
O -20.34055 23.03602 15.26989
H -22.34132 23.89121 16.58910
H -22.50735 24.53800 14.94692
H -22.27001 25.64754 16.26924
H -19.94769 24.96153 15.08163
H -20.18705 23.91268 17.97783
H -19.84798 25.56986 17.39848
H -18.72464 24.31260 17.00247
H -20.27246 23.11623 14.31347
C -23.96021 16.83756 12.97150
C -23.10572 16.65118 14.21823
C -21.89438 15.75791 13.93430
O -22.62075 17.92532 14.62345
H -24.99147 17.05925 13.25330
H -23.95749 15.93143 12.36856
H -23.59463 17.69735 12.41453
H -23.68543 16.14896 15.00229
H -22.26694 14.73411 13.81490
H -21.23833 15.72455 14.80763
H -21.29761 16.04680 13.07057
H -22.16983 17.93496 15.49558
C -23.93781 22.76949 13.08622
C -23.23089 23.79849 12.23670
O -24.06117 24.18043 11.14098
H -23.79440 21.76600 12.68143
H -25.01426 22.94618 13.03925
H -23.58709 22.76546 14.11743
H -22.22834 23.51149 11.90511
H -23.02745 24.68198 12.85992
H -23.66479 24.95810 10.73877
C -23.82595 24.68044 21.13406
C -24.82477 25.13078 20.09099
O -25.81267 24.13146 19.99331
H -24.41067 24.38615 22.00899
H -23.10851 25.41589 21.49190
H -23.34070 23.80992 20.68297
H -24.29397 25.34033 19.14927
H -25.22012 26.10422 20.42852
H -26.39667 24.41100 19.26021
C -18.94970 20.75084 17.84956
C -18.94500 21.37561 19.23259
O -19.21958 20.30282 20.17778
H -18.14624 20.02874 17.70933
H -18.62081 21.55004 17.16552
H -19.90145 20.40635 17.44864
H -19.71739 22.13204 19.40430
H -17.96992 21.81275 19.44519
H -19.81732 19.71311 19.71099
C -23.09201 21.09353 16.99211
C -23.04718 21.63211 18.40394
O -23.38441 20.57028 19.29907
H -22.31736 20.34902 16.78780
H -22.72299 21.88747 16.33110
H -24.07067 20.81620 16.60750
H -23.83188 22.38026 18.58032
H -22.08963 22.12192 18.60749
H -23.23165 20.78002 20.24683
C -26.28338 18.96484 15.71633
C -27.56197 18.14610 15.85466
O -27.37895 16.87832 15.22943
H -25.43230 18.44680 16.15091
H -26.39092 19.90958 16.26624
H -26.06702 19.28626 14.69597
H -28.39495 18.69574 15.41931
H -27.77274 18.02501 16.92071
H -26.90137 16.32917 15.86064
C -25.42916 21.12156 21.89148
C -24.19657 21.31119 22.76036
O -23.03704 20.89262 22.07726
H -26.36116 21.28196 22.42231
H -25.41148 20.09017 21.51622
H -25.32442 21.67762 20.95701
H -24.37311 20.81158 23.71900
H -24.20798 22.39069 22.96254
H -22.24626 21.06332 22.59705

Output
Electronic energy in eV: -59568.2920
SMILES string: NC(N)=O.NC(N)=O.NC(N)=O.CC(C)O.CC(C)O.CC(C)O.CCO.CCO.CCO.CCO.CCO.CCO
Kohn-Sham gap in eV: 9.674
Total charge: 0

Results of the Mulliken charge analysis, in e, for atoms 1 through 8: 0.27 0.65 -0.43 -0.76 0.20 -0.37 0.14 0.26

> The highest total charge belongs to which entry?

C24H72F2K3NO36P8S2